# 1
The following is a DFT calculation (wB97M-V/def2-TZVPD) of a cluster of 8 separate species, C66H80Cl2FN10O21 in total.

```
180
C66H80Cl2FN10O21 (wB97M-V/def2-TZVPD)
C -0.13640 5.67435 4.12194
C 1.12868 4.86118 4.03675
C 0.86011 3.38104 3.98987
C 2.08949 2.66258 3.44464
O 1.62354 1.53587 2.72791
C 2.48643 0.43267 2.63057
C 2.38242 -0.24821 3.99644
C 1.11285 -0.02628 4.79500
C 0.80853 -1.16749 5.77257
N 1.94555 -1.91406 6.30133
O 3.79379 0.97480 2.52058
C 4.69689 0.60635 1.53881
F 5.86263 0.61449 2.17283
C 4.88246 1.74759 0.55736
C 4.63943 3.12581 1.11194
C 5.30795 4.18578 0.22461
C 4.34779 4.81576 -0.76082
O 4.59598 4.34046 -2.06674
C 4.51186 -0.75129 0.87266
C 5.42489 -0.93158 -0.33500
O 5.37258 0.02582 -1.35720
C 5.47227 -0.52671 -2.63793
C 5.19921 -1.85270 1.74104
C 4.74451 -2.20795 3.11329
O 4.13854 -3.04139 3.38775
Cl 5.43646 -1.26065 4.44953
N 3.05510 -1.09813 0.56273
C 2.83462 -2.56456 0.45606
N 2.88960 -0.71509 -0.80772
C 1.99005 -0.36450 1.40594
Cl 0.84509 -1.62047 2.11682
C 0.93087 0.37093 0.60596
C 1.25183 1.71806 -0.01114
O 0.51846 1.85293 -1.25294
C 1.23825 2.38449 -2.23705
C 2.31608 1.60465 -2.88269
O 1.00222 3.40939 -2.59584
H 0.13767 6.69017 3.95176
H -0.58786 5.65264 5.08594
H -0.82449 5.43864 3.34761
H 1.66843 5.20353 3.17821
H 1.69081 5.09031 4.90924
H 0.02924 3.19018 3.35208
H 0.65353 3.09663 4.99632
H 2.58938 3.40428 2.86587
H 2.69822 2.44782 4.29854
H 3.15023 0.19530 4.56857
H 2.58226 -1.29678 4.02050
H 1.25675 0.84204 5.37897
H 0.25732 0.09989 4.18957
H 0.33110 -0.71161 6.60827
H 0.08088 -1.82684 5.36348
H 2.15898 -2.63979 5.64022
H 2.78415 -1.35503 6.33519
H 4.32602 1.62989 -0.35030
H 5.89502 1.70947 0.24541
H 4.88779 3.23594 2.13942
H 3.59757 3.31706 1.00109
H 6.04398 3.68573 -0.36476
H 5.74650 4.92222 0.85650
H 4.40824 5.86786 -0.76140
H 3.32000 4.57117 -0.54241
H 4.41593 3.40804 -2.06816
H 5.30220 -1.90206 -0.75764
H 6.43636 -0.93378 -0.00040
H 4.71401 -1.26020 -2.82704
H 5.33566 0.25040 -3.34614
H 6.45483 -0.91526 -2.80051
H 6.21551 -1.60609 1.87397
H 5.27269 -2.75421 1.19453
H 1.90628 -2.79303 -0.00185
H 3.57116 -2.96291 -0.18251
H 2.92042 -3.08072 1.38549
H 3.12700 0.23271 -1.02220
H 2.15030 -1.16939 -1.34647
H 0.51420 -0.25671 -0.13971
H 0.12268 0.53964 1.25331
H 2.28324 1.94653 -0.20499
H 0.88479 2.49008 0.61118
H 2.05958 0.58335 -3.03731
H 3.19667 1.59219 -2.27621
H 2.59255 2.03400 -3.80633
C -1.35832 -4.93887 -5.25670
C 0.02867 -4.92199 -5.29691
C 0.73634 -4.14068 -4.41073
C 0.04245 -3.38226 -3.48507
C -1.34342 -3.38064 -3.43391
C -2.04324 -4.16465 -4.32844
N 0.79253 -2.57688 -2.54101
O 2.02082 -2.57622 -2.61940
O 0.18980 -1.92596 -1.70222
H -1.90585 -5.55741 -5.95032
H 0.55565 -5.52404 -6.02171
H 1.81474 -4.12882 -4.44492
H -1.87455 -2.78124 -2.71126
H -3.12272 -4.17862 -4.30303
C -0.03799 -7.56957 0.56200
C -1.32860 -8.07364 0.58963
C -2.08807 -8.09343 -0.56509
C -1.54408 -7.61333 -1.73582
C -0.26397 -7.10209 -1.78443
C 0.49264 -7.07960 -0.62471
N -2.35427 -7.66309 -2.96514
O -3.47845 -8.09411 -2.87309
O -1.84839 -7.27142 -4.00363
H 0.55722 -7.56270 1.46583
H -1.74033 -8.45790 1.50962
H -3.09237 -8.48785 -0.54319
H 0.14842 -6.72658 -2.70857
H 1.50006 -6.68647 -0.64722
C -0.80652 5.27305 -3.84706
C -0.45190 6.30931 -4.70033
C -1.22344 7.45574 -4.75920
C -2.34118 7.55041 -3.95639
C -2.71326 6.52869 -3.10705
C -1.93980 5.38479 -3.05545
N -3.15282 8.77403 -3.99674
O -2.82485 9.65149 -4.76320
O -4.11466 8.83437 -3.24967
H -0.20009 4.37476 -3.79215
H 0.42990 6.22373 -5.31858
H -0.94766 8.26048 -5.42265
H -3.59287 6.61423 -2.48788
H -2.21787 4.57763 -2.39255
C -0.82916 -5.84094 6.86124
C -1.58180 -5.97015 5.70239
C -1.49186 -7.12150 4.94294
C -0.64997 -8.13199 5.35893
C 0.11122 -8.01802 6.50379
C 0.01969 -6.86312 7.25747
N -0.57258 -9.36830 4.56984
O -1.24053 -9.43584 3.55509
O 0.14825 -10.25545 4.97642
H -0.90355 -4.94315 7.45798
H -2.24336 -5.17322 5.39357
H -2.07880 -7.22248 4.04316
H 0.76807 -8.81524 6.81467
H 0.60684 -6.76017 8.15792
C 0.83509 -11.62691 2.23511
C 1.97999 -12.39771 2.08638
C 2.26449 -12.99402 0.87045
C 1.39818 -12.80683 -0.18563
C 0.25205 -12.05199 -0.05577
C -0.02873 -11.46062 1.16286
N 1.71046 -13.41866 -1.48927
O 2.71612 -14.09180 -1.56800
O 0.94438 -13.20661 -2.40731
H 0.61710 -11.15306 3.18796
H 2.65416 -12.53103 2.92025
H 3.15468 -13.59241 0.75617
H -0.41974 -11.91880 -0.88962
H -0.92107 -10.86549 1.27884
C -6.68882 7.82919 -4.21586
C -7.96619 7.34154 -3.98015
C -8.85933 7.20099 -5.02697
C -8.45823 7.54801 -6.29944
C -7.19564 8.04109 -6.55159
C -6.30693 8.18246 -5.50130
N -9.39894 7.37687 -7.42076
O -10.50862 6.95857 -7.16457
O -9.00515 7.66095 -8.53320
H -5.99136 7.93286 -3.39882
H -8.26450 7.06794 -2.97813
H -9.85239 6.82192 -4.84394
H -6.89788 8.31325 -7.55187
H -5.31440 8.56659 -5.68703
C -5.90500 12.39474 -0.66642
C -6.81596 12.34320 0.37896
C -7.19551 11.12311 0.90733
C -6.65196 9.96993 0.38166
C -5.75122 10.00325 -0.66033
C -5.37612 11.22397 -1.18849
N -7.03319 8.66749 0.95407
O -7.84084 8.66235 1.85727
O -6.51165 7.67158 0.48753
H -5.60644 13.35014 -1.07476
H -7.22867 13.25561 0.78368
H -7.90391 11.08222 1.71958
H -5.33698 9.09462 -1.06584
H -4.66991 11.26119 -2.00490
```

Its net charge is +1. The value obtained for the HOMO-LUMO gap is 0.25668 hartree. For the HOMO energy, the calculation gives -10.856 eV.

Atomic partial charges in e from the Mulliken method, atoms 1 to 8: C -1.563; C -0.210; C -0.894; C -0.152; O -0.021; C 1.261; C -2.160; C -0.718


# 2
The following is a DFT calculation (wB97M-V/def2-TZVPD) of a structure of composition C66H86As4F24N12O2.

```
194
C66H86As4F24N12O2 (wB97M-V/def2-TZVPD)
C -7.26425 2.14481 -1.44369
C -7.25313 3.62963 -1.61204
O -6.47571 4.12998 -2.39990
N -8.32782 4.41695 -0.88652
H -8.84406 3.92871 -0.16873
H -7.83378 5.03388 -0.25770
C -9.38572 5.19830 -1.88706
H -6.75384 1.70698 -2.30153
H -8.24203 1.66528 -1.48945
H -6.78805 1.90931 -0.49192
H -10.32510 5.20819 -1.33429
H -9.42717 4.61577 -2.80741
H -8.86228 6.12518 -2.12162
C 1.19813 -9.62455 3.37725
C 1.94020 -8.36918 2.95296
O 2.63773 -7.66435 3.69855
N 1.80591 -7.85722 1.54117
H 1.31725 -8.49306 0.92715
H 1.37244 -6.94690 1.60058
C 3.25319 -7.66264 0.92538
H 0.11117 -9.57293 3.31435
H 1.32576 -9.90643 4.42241
H 1.63305 -10.30757 2.64757
H 4.07117 -7.34730 1.57313
H 3.22663 -7.03921 0.03166
H 3.51894 -8.64428 0.53314
C -11.28060 -6.70366 -8.56353
N -9.94482 -6.41904 -8.04920
C -9.58974 -6.41864 -6.70098
C -8.25012 -6.15304 -6.37132
C -7.26646 -5.95389 -7.34644
C -7.65279 -6.10245 -8.75024
C -8.95320 -6.30873 -8.99640
C -5.82321 -5.88718 -7.05166
C -4.90711 -6.91181 -7.47806
C -3.54660 -6.68703 -7.33295
N -3.06895 -5.46053 -6.89414
C -3.97277 -4.50104 -6.56480
C -5.36803 -4.67183 -6.61730
C -1.64028 -5.15347 -6.67640
H -11.43318 -6.54338 -9.63083
H -11.86934 -5.94700 -8.04492
H -11.58757 -7.69856 -8.24097
H -10.35399 -6.62632 -5.96668
H -7.96660 -6.13398 -5.32938
H -6.93389 -5.89667 -9.52950
H -9.24374 -6.40139 -10.03245
H -5.38374 -7.70502 -8.03487
H -2.74712 -7.36676 -7.58829
H -3.60747 -3.48511 -6.53576
H -6.10325 -3.88135 -6.64885
H -1.44780 -4.26337 -6.07743
H -1.30492 -5.01720 -7.70453
H -1.20802 -6.02644 -6.18734
C -4.76415 -0.62830 6.96056
N -5.20580 -1.96201 7.51542
C -6.39472 -2.08540 8.12040
C -6.95763 -3.29851 8.42991
C -6.18239 -4.43478 8.25766
C -4.91115 -4.29231 7.67231
C -4.47794 -3.03248 7.31447
C -6.63407 -5.74069 8.73653
C -6.63067 -6.79532 7.82915
C -6.99494 -8.11405 8.29537
N -7.36657 -8.23456 9.63699
C -7.51762 -7.17835 10.48318
C -7.02273 -5.91571 10.05595
C -7.81617 -9.53857 10.17411
H -3.75814 -0.54288 7.37136
H -5.42831 0.18256 7.25974
H -4.75944 -0.63717 5.87061
H -6.91710 -1.15059 8.26053
H -7.92948 -3.36113 8.89681
H -4.43090 -5.23548 7.45740
H -3.66756 -2.91822 6.60974
H -6.18986 -6.68759 6.84911
H -6.95982 -9.00064 7.67965
H -7.93528 -7.47498 11.43395
H -7.03897 -5.07682 10.73595
H -7.24907 -9.72925 11.08523
H -7.54086 -10.28054 9.42459
H -8.88793 -9.45507 10.35426
C 4.14628 -1.02521 11.91086
N 5.01793 -1.65477 10.90032
C 4.52842 -2.60897 10.12123
C 5.20150 -3.23974 9.09464
C 6.57158 -2.83930 8.99928
C 7.06338 -1.88514 9.88842
C 6.28060 -1.26212 10.80493
C 7.31760 -3.36579 7.87587
C 8.34550 -4.32135 8.12828
C 9.10957 -4.83877 7.06268
N 8.87076 -4.32871 5.82274
C 8.08785 -3.28725 5.57360
C 7.22358 -2.83477 6.55410
C 9.58096 -5.05114 4.75475
H 4.08700 0.04789 11.72908
H 4.52603 -1.28316 12.89947
H 3.09230 -1.27780 11.79497
H 3.47868 -2.75406 10.32958
H 4.90263 -4.05210 8.44877
H 8.07131 -1.51955 9.75869
H 6.70497 -0.41889 11.32960
H 8.32289 -4.70669 9.13694
H 9.82838 -5.58237 7.37377
H 8.02040 -2.89962 4.56781
H 6.52660 -2.02807 6.38131
H 8.99330 -5.96267 4.64581
H 10.62192 -5.16657 5.05673
H 9.54000 -4.59512 3.76557
C 9.18557 4.66920 0.56315
N 9.89267 5.48241 -0.40007
C 10.06729 5.22104 -1.69752
C 10.91966 6.08321 -2.46684
C 11.34993 7.31198 -1.98564
C 10.98700 7.63537 -0.69273
C 10.32964 6.69150 0.07669
C 12.27000 8.16640 -2.80779
C 11.77607 9.36488 -3.32556
C 12.63447 10.21044 -3.97461
N 13.96133 9.84606 -4.21641
C 14.43102 8.70971 -3.73480
C 13.61550 7.83290 -3.09996
C 14.86936 10.69041 -5.00006
H 8.12096 4.89134 0.63646
H 9.69607 4.68885 1.52601
H 9.45452 3.63119 0.36740
H 9.78717 4.21339 -1.96694
H 11.34460 5.68557 -3.37663
H 11.29390 8.51671 -0.14917
H 10.05304 7.01409 1.06957
H 10.76265 9.71454 -3.19473
H 12.29597 11.17322 -4.32799
H 15.50352 8.60892 -3.81211
H 14.06021 6.93281 -2.70187
H 15.86557 10.26034 -5.10360
H 14.94912 11.59663 -4.39965
H 14.48130 10.83534 -6.00828
C -7.23578 9.10435 -11.93873
N -6.39266 8.87791 -10.74563
C -5.46833 9.79831 -10.30297
C -4.63926 9.49987 -9.19815
C -4.85628 8.25108 -8.62127
C -5.73572 7.25657 -9.16574
C -6.50913 7.61615 -10.22881
C -4.00479 7.96926 -7.44478
C -3.85729 8.94951 -6.40991
C -2.93125 8.70412 -5.41699
N -2.20789 7.58166 -5.48160
C -2.25466 6.69911 -6.49555
C -3.09933 6.94036 -7.51404
C -1.44883 7.27418 -4.27195
H -7.83678 8.23977 -12.22050
H -6.50068 9.37097 -12.69810
H -7.85847 9.91456 -11.55938
H -5.41287 10.70284 -10.89047
H -3.89138 10.14959 -8.76811
H -5.90598 6.27808 -8.74152
H -7.18000 6.86614 -10.62101
H -4.46626 9.84134 -6.39555
H -2.69517 9.52522 -4.75634
H -1.72597 5.75989 -6.42661
H -3.16999 6.31348 -8.39064
H -2.12217 6.70211 -3.63363
H -1.21643 8.24292 -3.82966
H -0.55782 6.74570 -4.61095
As 1.49085 -0.02267 0.90638
F 1.54534 -0.82946 -0.70790
F 0.99388 -1.61817 1.57608
F 1.44579 0.75723 2.50757
F 1.91820 1.47891 0.08617
F -0.23669 0.30729 0.58452
F 3.16908 -0.41673 1.14838
As 4.58345 1.86226 -6.87531
F 2.96790 1.17837 -6.40796
F 5.13875 1.61198 -5.21189
F 6.17138 2.59097 -7.36979
F 3.90807 2.30780 -8.49016
F 4.06648 3.49263 -6.30521
F 5.05002 0.20998 -7.47163
As 3.40852 4.79969 8.47242
F 3.43372 6.58355 8.82495
F 1.74843 4.67498 9.08847
F 3.45088 3.07826 7.96024
F 5.16711 5.03459 7.98993
F 3.90977 4.35124 10.17577
F 2.78248 5.23621 6.80343
As -4.96032 -5.45200 0.11550
F -4.79665 -3.97516 1.18842
F -5.72721 -4.34224 -1.05124
F -5.07213 -6.83071 -1.11147
F -4.19630 -6.50002 1.38738
F -6.53520 -5.79652 0.80449
F -3.26947 -5.21824 -0.51472
```

The value obtained for the energy above the lowest of the compared OMol25 structures with the same formula, charge and spin is 2.135 eV. Its net charge is +8. The value obtained for the HOMO-LUMO gap is 0.19512 hartree. For the HOMO energy, the calculation gives -17.642 eV.

Atomic partial charges in e from the Mulliken method, atoms 1 to 8: C -1.014; C 0.480; O -0.441; N -0.193; H 0.384; H 0.381; C -0.599; H 0.319